Record 1
A molecular structure, C47H51BCdN11O2S5 at a distorted geometry. Source: OMol25; level of theory: the ωB97M-V functional and the def2-TZVPD basis.

Calculated values
* orbital gap: 0.202 Ha
* total charge: -1
* LUMO: 1.3 eV
* highest occupied orbital energy: -4.226 eV
* energy above the lowest of the compared OMol25 structures with the same formula, charge and spin: 1.7304 eV

Each line ends with the Mulliken charge.
CARTESIAN COORDINATES (ANGSTROEM)
1 Cd 1.79921 2.29730 -0.33302  1.784
2 C -1.96803 4.64231 -1.43678  -1.789
3 C -2.39997 3.22992 -1.24629  0.117
4 C -3.32684 2.62766 -2.04361  -0.455
5 C -3.73114 1.29754 -1.76560  -0.325
6 N -3.14782 0.60317 -0.84121  -0.154
7 N -2.17419 1.13865 -0.09452  1.366
8 B -1.62570 0.10530 0.88948  -2.187
9 N -1.51519 -1.31179 0.33377  0.367
10 N -2.67866 -1.98516 0.27310  0.888
11 C -2.73841 -3.13442 -0.31988  -0.542
12 C -1.62438 -3.63577 -1.05227  -0.925
13 C -0.42892 -3.00817 -0.95423  0.374
14 C 0.78878 -3.45400 -1.68947  -1.795
15 C -0.32299 -1.86091 -0.08140  0.747
16 S 1.14699 -1.32893 0.48276  -0.213
17 C -4.03519 -3.91979 -0.15294  2.725
18 C -5.21024 -3.11678 -0.72116  -1.434
19 C -3.98663 -5.28178 -0.84769  -2.384
20 C -4.24930 -4.14757 1.35100  -1.486
21 N -0.85969 0.50249 2.10352  -0.574
22 N -2.14526 0.19852 2.32724  0.726
23 C -2.70790 0.17161 3.49572  0.712
24 C -1.83598 0.42003 4.58780  -1.315
25 C -0.50739 0.68621 4.40460  0.670
26 C 0.39806 0.92178 5.56296  -1.804
27 C 0.05569 0.77023 3.07130  0.318
28 S 1.60883 1.22253 2.74156  -0.190
29 C -4.19055 -0.08233 3.63671  2.797
30 C -4.85325 -0.18523 2.26179  -2.029
31 C -4.39654 -1.38911 4.41435  -1.824
32 C -4.79982 1.10062 4.40421  -1.886
33 C -1.81306 2.46004 -0.17828  0.599
34 S -0.79444 3.16180 0.96321  -0.191
35 C -4.88074 0.58851 -2.47675  2.497
36 C -5.55605 1.47512 -3.52132  -2.415
37 C -5.91308 0.18763 -1.41222  -0.742
38 C -4.31620 -0.66622 -3.15851  -1.372
39 H -2.45024 5.09192 -2.30406  0.371
40 H -0.88452 4.67608 -1.57313  0.221
41 H -2.18168 5.22617 -0.54084  0.391
42 H -3.75058 3.16534 -2.87976  0.487
43 H -1.72352 -4.50744 -1.68301  0.452
44 H 0.58930 -4.34944 -2.27665  0.403
45 H 1.59925 -3.63216 -0.98415  0.381
46 H 1.11317 -2.64373 -2.34664  0.252
47 H -5.09366 -2.98355 -1.79754  0.285
48 H -5.25833 -2.13541 -0.25339  -0.128
49 H -6.14670 -3.64773 -0.53806  0.501
50 H -3.86030 -5.17340 -1.92585  0.471
51 H -4.93117 -5.79885 -0.67395  0.424
52 H -3.18222 -5.90481 -0.45328  0.449
53 H -4.29141 -3.19156 1.86872  0.060
54 H -3.43053 -4.73572 1.77100  0.387
55 H -5.18460 -4.68497 1.52159  0.432
56 H -2.23850 0.39871 5.59095  0.295
57 H -0.13592 0.84642 6.50920  0.384
58 H 0.85258 1.90880 5.46957  0.366
59 H 1.21923 0.20435 5.54223  0.333
60 H -4.39025 -0.96487 1.65615  -0.125
61 H -4.76243 0.75631 1.71710  0.341
62 H -5.91367 -0.40992 2.38564  0.653
63 H -4.00329 -2.23192 3.84590  0.370
64 H -5.46038 -1.55474 4.58794  0.469
65 H -3.88960 -1.35994 5.37989  0.374
66 H -4.59879 2.03284 3.87455  0.424
67 H -4.38774 1.18054 5.41068  0.358
68 H -5.88004 0.97671 4.48672  0.461
69 H -5.96996 2.38005 -3.07149  0.445
70 H -6.37603 0.92091 -3.98012  0.443
71 H -4.85530 1.75012 -4.31099  0.436
72 H -6.37824 1.07427 -0.97331  0.359
73 H -5.42855 -0.37769 -0.61897  -0.483
74 H -6.69772 -0.42443 -1.86207  0.491
75 H -3.58725 -0.37675 -3.91214  0.379
76 H -5.11705 -1.23092 -3.64246  0.445
77 H -3.81911 -1.29667 -2.42111  0.003
78 C 7.78262 -4.28382 -0.18124  -0.872
79 O 7.45664 -3.23313 0.69616  -0.440
80 C 7.91851 -1.98485 0.38906  0.976
81 C 8.75321 -1.69337 -0.68018  -0.361
82 C 9.16435 -0.38615 -0.90217  -0.480
83 C 8.71924 0.65598 -0.09586  -0.224
84 C 7.89927 0.34307 0.99751  0.037
85 C 7.51403 -0.95673 1.23897  -0.749
86 N 9.25650 1.94188 -0.29039  -0.630
87 N 8.60892 3.00377 -0.15144  -0.515
88 C 7.22817 3.09336 -0.05539  0.042
89 C 6.75137 4.13650 0.74085  -0.241
90 C 5.41834 4.28361 1.05968  -0.943
91 C 4.42866 3.40611 0.56765  0.767
92 O 3.21017 3.49105 0.91068  -0.849
93 C 4.89272 2.40867 -0.39502  0.091
94 N 3.94177 1.66530 -0.99378  -0.204
95 C 4.26116 0.81710 -1.94139  -0.374
96 C 5.57536 0.68568 -2.40299  -1.075
97 C 6.56537 1.41974 -1.80377  -0.575
98 C 6.26305 2.27202 -0.72227  0.596
99 H 7.29843 -5.16948 0.22460  0.238
100 H 8.86307 -4.45514 -0.22751  0.336
101 H 7.40349 -4.09545 -1.19072  0.352
102 H 9.09785 -2.47332 -1.34572  0.367
103 H 9.81922 -0.15676 -1.73343  0.425
104 H 7.57862 1.13233 1.66504  0.365
105 H 6.87913 -1.20064 2.08058  0.432
106 H 7.49265 4.79242 1.18230  0.385
107 H 5.09381 5.07434 1.72334  0.401
108 H 3.44461 0.24599 -2.37013  0.475
109 H 5.79479 0.03695 -3.23974  0.439
110 H 7.57421 1.37371 -2.18684  0.673
111 S 0.59611 0.90489 -2.21217  -0.266
112 C 0.27981 2.18840 -3.34597  0.290
113 C -0.58091 1.82814 -4.41322  -0.265
114 N -1.29293 1.50718 -5.26331  -0.678
115 C 0.75008 3.47704 -3.29774  0.435
116 S 1.72812 4.19582 -2.07078  -0.540
117 C 0.35374 4.35440 -4.34848  0.033
118 N 0.03845 5.07948 -5.18758  -0.593

Atoms 1-6, force components in eV/Å:
-0.612 -0.014 -0.440
0.082 -0.003 -0.064
-0.138 -0.221 -0.227
0.259 0.113 0.213
-0.016 0.102 -0.029
-0.125 -0.421 -0.086

***

Record 2
A molecular structure, C47H52ClGeN3O2TeW. Source: OMol25; level of theory: the ωB97M-V functional and the def2-TZVPD basis.

Calculated values
* orbital gap (alpha / beta): 0.220 / 0.220 Ha
* total charge: +3
* LUMO (alpha / beta): -9.5 / -9.9 eV
* highest occupied orbital energy (alpha / beta): -15.506 / -15.852 eV
* energy above the lowest of the compared OMol25 structures with the same formula, charge and spin: 0.2210 eV
* multiplicity: 2

Each line ends with the Mulliken charge.
CARTESIAN COORDINATES (ANGSTROEM)
1 W -0.85144 0.71988 0.64944  -0.313
2 Cl 5.16914 5.00615 0.27903  -0.139
3 C 3.92732 3.83157 0.40880  -0.204
4 C 4.23113 2.54687 0.86797  -0.529
5 C 3.24840 1.57423 0.97025  -0.794
6 C 1.95611 1.89954 0.61412  0.458
7 O 0.97788 0.96402 0.66762  -0.247
8 C 1.62149 3.18361 0.17576  0.933
9 C 0.27377 3.55256 -0.09731  0.009
10 N -0.79261 2.81712 0.05372  0.815
11 C -2.07391 3.42904 -0.12323  0.402
12 C -2.35739 4.76936 -0.13197  -0.707
13 C -3.68376 5.21012 -0.32364  -1.262
14 C -4.70411 4.31816 -0.49483  -0.865
15 C -4.44045 2.92824 -0.45448  0.472
16 C -5.42516 1.93346 -0.61600  -0.472
17 C -5.06876 0.60663 -0.57102  -1.094
18 C -3.74480 0.26167 -0.32541  0.092
19 N -2.78373 1.17279 -0.14704  0.657
20 C -3.11863 2.50130 -0.24512  0.310
21 C 2.63031 4.15382 0.06695  -1.259
22 H 5.25200 2.31528 1.14240  0.518
23 H 3.48109 0.57630 1.31623  0.640
24 H 0.13027 4.57593 -0.43490  0.366
25 H -1.58826 5.51432 0.02279  0.479
26 H -3.88390 6.27241 -0.33080  0.447
27 H -5.71910 4.65950 -0.64996  0.490
28 H -6.45578 2.22281 -0.78215  0.523
29 H -5.79841 -0.17845 -0.70599  0.485
30 H -3.44727 -0.77508 -0.26995  0.618
31 H 2.39291 5.15497 -0.27091  0.536
32 C 2.55334 -5.74964 -7.64791  -1.506
33 C 1.85812 -4.80270 -6.72786  0.564
34 C 2.15377 -3.43390 -6.73833  -0.882
35 C 1.53677 -2.53728 -5.89450  0.778
36 C 1.86443 -1.07725 -6.04241  -1.475
37 C 0.58064 -3.04463 -4.96944  0.574
38 Te -0.35348 -1.89811 -3.54408  1.119
39 N -0.92821 -0.99758 -0.18825  0.146
40 C -1.31705 -1.64042 0.92524  0.616
41 O -1.69246 -0.74719 1.82214  -0.562
42 C -1.29614 -3.04610 1.20983  0.121
43 C -1.71845 -3.50756 2.46372  -0.261
44 C -1.68926 -4.86190 2.73082  -0.973
45 C -1.23969 -5.74797 1.75661  -0.473
46 C -0.81767 -5.29205 0.50938  -0.869
47 C -0.84403 -3.94163 0.23133  0.031
48 C 0.96021 -0.29412 -3.21345  0.281
49 C 0.53618 0.96920 -3.61678  -0.791
50 C 1.38841 2.05513 -3.48246  -0.943
51 C 2.65190 1.86476 -2.93907  -0.727
52 C 3.04535 0.60959 -2.49872  -0.507
53 C 2.21073 -0.50006 -2.62149  0.912
54 C 2.68121 -1.85372 -2.16585  -1.720
55 C 0.21023 -4.42298 -4.98605  0.456
56 C -0.88602 -5.02904 -4.14725  -1.711
57 C 0.87068 -5.26406 -5.85423  -0.752
58 H 3.25505 -5.24037 -8.30340  0.372
59 H 1.82688 -6.28685 -8.26042  0.392
60 H 3.09731 -6.50144 -7.07184  0.363
61 H 2.87546 -3.06309 -7.45582  0.397
62 H 2.28727 -0.89732 -7.02832  0.554
63 H 2.59878 -0.74456 -5.30699  0.209
64 H 0.97968 -0.44798 -5.94530  0.292
65 H -2.06412 -2.80273 3.20824  0.567
66 H -2.01430 -5.23405 3.69224  0.466
67 H -1.21756 -6.80836 1.97130  0.438
68 H -0.46855 -5.99815 -0.23120  0.495
69 H -0.51544 -3.55971 -0.72734  0.202
70 H -0.43316 1.10381 -4.08391  0.580
71 H 1.08255 3.02999 -3.84089  0.564
72 H 3.34229 2.69588 -2.86764  0.516
73 H 4.03206 0.47614 -2.07171  0.561
74 H 3.54963 -1.76655 -1.51545  0.495
75 H 2.97123 -2.47597 -3.01574  0.322
76 H 1.90328 -2.38742 -1.61482  0.224
77 H -1.25929 -4.39303 -3.34581  0.109
78 H -0.53885 -5.95342 -3.68598  0.422
79 H -1.73490 -5.28361 -4.78360  0.386
80 H 0.60718 -6.31547 -5.86626  0.523
81 C -2.42516 3.33693 5.78445  -0.779
82 C -1.28906 4.33058 5.57816  -0.600
83 C -0.10702 3.78710 4.78150  -0.636
84 C -0.44514 3.36785 3.33547  -0.173
85 Ge -1.00482 1.48857 3.19992  0.285
86 C 0.31541 0.30287 4.03590  -0.956
87 C -0.16104 -0.21059 5.40047  -0.570
88 C 0.82139 -1.18988 6.04261  -0.657
89 C 2.17830 -0.57481 6.36221  -1.163
90 H -3.16064 3.72682 6.48668  0.462
91 H -2.05793 2.39067 6.19290  0.152
92 H -2.95734 3.12308 4.85446  0.134
93 H -0.91481 4.65855 6.54928  0.409
94 H -1.67042 5.22873 5.08365  0.286
95 H 0.34593 2.94930 5.32343  0.205
96 H 0.66563 4.55759 4.73472  0.423
97 H 0.45616 3.45210 2.72014  0.060
98 H -1.20145 4.03113 2.90534  0.404
99 H -2.45294 1.17751 3.58314  -0.092
100 H 1.24126 0.87646 4.12627  0.752
101 H 0.52574 -0.54669 3.37931  0.624
102 H -1.13532 -0.69460 5.28480  0.383
103 H -0.31903 0.63505 6.07756  0.158
104 H 0.94790 -2.05473 5.38253  0.293
105 H 0.37160 -1.56992 6.96181  0.388
106 H 2.71778 -0.27535 5.46121  0.249
107 H 2.81097 -1.28371 6.89409  0.409
108 H 2.06776 0.30666 6.99741  0.290

Atoms 1-6, force components in eV/Å:
-0.312 -0.133 -0.474
-0.001 -0.001 0.001
0.008 -0.006 -0.002
-0.002 0.011 0.000
0.007 0.000 -0.006
0.022 -0.028 -0.022